13
Properties=species:S:1:pos:R:3:lowdin_charge:R:1 method="wB97M-V/def2-TZVPD" gap_ev=10.596 e_above_lowest_kj_mol=20.2 total_charge=+1 e_tot_ha=-214.2822
Cs 29.132 -18.652 2.165 1.08
C 25.878 -19.916 3.611 -0.06
C 26.811 -19.920 4.826 -0.48
C 26.318 -20.872 5.920 -0.04
O 28.115 -20.350 4.405 -0.21
H 26.078 -20.777 2.973 0.09
H 26.051 -19.015 3.023 0.05
H 24.810 -19.931 3.830 0.09
H 26.894 -18.922 5.258 0.14
H 25.294 -20.653 6.221 0.09
H 26.900 -20.669 6.820 0.08
H 26.383 -21.937 5.697 0.09
H 28.748 -20.250 5.120 0.09